1.
The following is a DFT calculation (ωB97M-V with the def2-TZVPD basis set) of a cluster of 3 separate species, C4H13NO3 in total in a non-equilibrium geometry.

HOMO energy, eV: -10.270
E_tot, eV: -11991.0731
Frontier orbital gap, eV: 10.8619

Element x y z (Å)
C  -2.3391  -0.2996  0.7828
C  -1.2338  0.7438  0.5371
C  -0.0922  0.3514  -0.3677
O  1.0938  0.6571  -0.1724
N  -0.3700  -0.5034  -1.3591
C  0.7077  -0.9240  -2.3133
H  -1.9586  -1.2053  1.2428
H  -3.0781  0.1293  1.4769
H  -3.0733  -0.2991  -0.0270
H  -0.8520  0.7959  1.5766
H  -1.7575  1.7168  0.4317
H  -1.2911  -0.8405  -1.6215
H  1.0501  -1.8323  -1.7992
H  1.4481  -0.1198  -2.4437
H  0.2195  -1.1512  -3.2816
O  0.7515  -0.9032  2.2351
H  1.6098  -1.3326  2.3441
H  0.7333  -0.4895  1.3461
O  3.1658  1.9810  0.5465
H  2.7634  1.2050  0.9264
H  2.5026  2.3200  -0.0605

---

2.
The following is a DFT calculation (ωB97M-V with the def2-TZVPD basis set) of a cluster of 2 separate species, C3H12N2O in total in a non-equilibrium geometry.

HOMO energy, eV: -9.229
E_tot, eV: -8332.6205
Frontier orbital gap, eV: 10.2235

Element x y z (Å)
C  0.0311  1.8155  -1.4374
C  0.5624  1.1435  -0.1556
N  -0.0827  -0.2209  0.0046
C  -0.7377  -0.3557  1.3140
N  -1.8890  -1.2455  1.1199
H  -0.9535  2.2854  -1.4048
H  0.7846  2.5682  -1.7096
H  0.0080  1.1433  -2.2950
H  0.1518  1.8166  0.5946
H  1.6110  0.8901  -0.1500
H  -0.7333  -0.3960  -0.7483
H  0.0012  -0.7912  1.9983
H  -0.9918  0.6326  1.7195
H  -2.2394  -1.6316  1.9791
H  -1.5402  -2.0089  0.5576
O  2.3422  -1.9829  -0.2950
H  1.6466  -1.4585  0.0927
H  2.0286  -2.2041  -1.1845

---

3.
The following is a DFT calculation (ωB97M-V with the def2-TZVPD basis set) of the molecule CH4O2S2 in a non-equilibrium geometry.

HOMO energy, eV: -8.754
E_tot, eV: -26866.5483
Frontier orbital gap, eV: 9.0412

Element x y z (Å)
O  -0.8766  -0.6752  -0.8609
C  -0.7034  0.4971  -0.1718
O  -0.9826  0.3701  1.2755
S  1.0441  1.1513  -0.2240
S  1.9706  -0.6775  0.2054
H  -0.4960  -1.2578  -0.2384
H  -1.2002  1.3654  -0.5966
H  -1.6986  -0.3216  1.3339
H  2.9427  -0.4517  -0.7230

---

4.
The following is a DFT calculation (ωB97M-V with the def2-TZVPD basis set) of the ion C5H9N2 with charge +1 in a non-equilibrium geometry.

HOMO energy, eV: -15.611
E_tot, eV: -8300.8495
Net charge: +1
Frontier orbital gap, eV: 10.8223

Element x y z (Å)
C  0.4304  1.5909  1.0668
C  -0.6837  0.7494  0.5694
N  -0.3208  -0.5986  -0.1190
C  -1.3802  -1.5722  -0.3148
C  0.8542  -0.6608  -0.5879
C  2.0123  -0.3535  -1.2710
N  1.4397  -1.4796  -1.5754
H  1.0361  1.2403  1.9614
H  1.1330  1.9115  0.2942
H  0.0303  2.5468  1.4210
H  -1.0572  1.1164  -0.3324
H  -1.3608  0.6027  1.3501
H  -1.7660  -1.5666  -1.3192
H  -2.1032  -1.4562  0.4495
H  -0.9563  -2.5676  -0.3037
H  2.6922  0.4971  -1.2889

---

5.
The following is a DFT calculation (ωB97M-V with the def2-TZVPD basis set) of a structure of composition C46H59N5NaO3Se.

HOMO energy, eV: -3.717
E_tot, eV: -132019.3644
Net charge: -1
Frontier orbital gap, eV: 5.7436

Element x y z (Å)
Na  0.9114  -1.8671  -0.7161
N  2.2227  1.3939  1.6126
C  1.8835  0.7159  0.4907
N  2.5888  -0.2124  -0.0445
C  3.7245  -0.6551  0.6065
N  4.3067  -1.7379  0.2321
N  3.5256  -2.4348  -0.6954
C  3.9180  -2.4370  -1.8983
C  3.1044  -3.1086  -2.9321
C  3.5503  -3.1273  -4.2487
C  2.7524  -3.7225  -5.2130
C  1.5461  -4.2765  -4.8244
C  1.1898  -4.2085  -3.4819
N  1.9415  -3.6410  -2.5534
C  4.2321  0.1141  1.7537
C  5.4409  -0.1672  2.3901
C  5.8245  0.5410  3.5101
C  4.9947  1.5409  4.0189
C  3.7960  1.8372  3.4046
C  3.4189  1.1251  2.2657
H  1.5586  2.0359  2.0112
H  0.9602  1.0275  0.0097
H  4.8217  -1.9126  -2.2133
H  4.4920  -2.6600  -4.5066
H  3.0638  -3.7412  -6.2499
H  0.8817  -4.7421  -5.5396
H  0.2434  -4.6143  -3.1393
H  6.0542  -0.9619  1.9870
H  6.7628  0.3176  4.0007
H  5.2885  2.0899  4.9046
H  3.1426  2.6072  3.7969
C  -4.6143  2.7572  2.7767
C  -4.9426  1.3109  2.3798
C  -5.6827  0.6280  3.5387
C  -5.8854  1.3571  1.1765
C  -3.6503  0.5608  2.0658
C  -3.3793  -0.0187  0.8342
C  -2.1684  -0.6356  0.5652
Se  -1.8997  -1.3906  -1.1805
C  -1.2866  0.1809  -2.1192
C  -2.1211  1.2731  -2.1938
C  -1.7280  2.4593  -2.8085
C  -0.4546  2.4655  -3.3660
C  0.4276  1.3876  -3.3329
C  0.0345  0.1690  -2.6841
O  0.7947  -0.8522  -2.5548
C  1.8168  1.6144  -3.9550
C  2.5363  2.7452  -3.1981
C  1.6588  2.0232  -5.4299
C  2.7490  0.3988  -3.9258
C  -2.6784  3.6540  -2.8256
C  -3.0285  4.0566  -1.3847
C  -2.0663  4.8709  -3.5201
C  -3.9717  3.2839  -3.5651
C  -1.1161  -0.7168  1.5322
O  0.0385  -1.1916  1.2395
C  -1.4435  -0.2167  2.8407
C  -2.6613  0.4183  3.0389
C  -0.5266  -0.3561  4.0693
C  0.7768  -1.1294  3.8371
C  -1.2880  -1.1102  5.1744
C  -0.1477  1.0346  4.6018
H  -5.5271  3.3112  3.0167
H  -4.1028  3.2691  1.9589
H  -3.9602  2.7868  3.6503
H  -6.6083  1.1626  3.7751
H  -5.0698  0.6013  4.4412
H  -5.9344  -0.4015  3.2772
H  -6.7915  1.9096  1.4385
H  -6.1815  0.3550  0.8601
H  -5.4225  1.8580  0.3234
H  -4.1186  0.0053  0.0437
H  -3.1042  1.1999  -1.7392
H  -0.1135  3.3718  -3.8527
H  1.9695  3.6771  -3.2192
H  3.5204  2.9347  -3.6394
H  2.6822  2.4625  -2.1526
H  1.0713  2.9357  -5.5439
H  1.1565  1.2303  -5.9879
H  2.6400  2.1948  -5.8846
H  2.9506  0.0771  -2.9053
H  3.6901  0.6833  -4.4134
H  2.3185  -0.4502  -4.4531
H  -2.1269  4.3387  -0.8365
H  -3.4946  3.2312  -0.8431
H  -3.7210  4.9047  -1.3752
H  -1.1486  5.1944  -3.0241
H  -2.7731  5.7045  -3.4979
H  -1.8300  4.6583  -4.5652
H  -4.4648  2.4336  -3.0919
H  -3.7564  3.0095  -4.5998
H  -4.6724  4.1252  -3.5663
H  -2.8628  0.8239  4.0269
H  0.5752  -2.1561  3.5301
H  1.3325  -1.1542  4.7814
H  1.3937  -0.6900  3.0608
H  -1.5896  -2.0963  4.8151
H  -2.1873  -0.5804  5.4921
H  -0.6465  -1.2463  6.0505
H  0.3776  1.6105  3.8348
H  0.5136  0.9475  5.4696
H  -1.0243  1.6141  4.8958
C  1.4744  -5.9411  1.7572
C  0.4215  -5.1410  2.5289
C  -0.3156  -4.3732  1.4214
O  0.4958  -4.4740  0.2397
C  1.7671  -4.9998  0.5999
H  1.0522  -6.8760  1.3808
H  2.3579  -6.1736  2.3527
H  0.9099  -4.4448  3.2138
H  -0.2496  -5.7680  3.1162
H  -0.4541  -3.3187  1.6642
H  -1.2863  -4.8164  1.1864
H  2.4431  -4.1935  0.9061
H  2.1903  -5.4766  -0.2838

---

6.
The following is a DFT calculation (ωB97M-V with the def2-TZVPD basis set) of a structure of composition C2H8ClN2PS in a non-equilibrium geometry.

HOMO energy, eV: -9.586
E_tot, eV: -37830.5990
Frontier orbital gap, eV: 8.5300

Element x y z (Å)
C  1.4020  -0.2016  -0.4726
C  0.5359  0.4303  1.7517
N  -1.1914  0.1367  -1.9475
N  0.4304  0.5929  0.2577
P  -1.1514  0.2843  -0.2813
S  -2.5650  1.4937  0.2645
Cl  -1.3727  -2.3523  0.3209
H  2.1028  -0.3220  0.3006
H  1.0392  -1.1513  -0.7000
H  1.6608  0.3552  -1.3039
H  1.5737  0.6112  1.8669
H  0.0460  1.3136  2.3583
H  0.2317  -0.6612  2.1393
H  -0.5841  -0.5795  -2.3073
H  -2.1577  0.0501  -2.2473

---

no.,LUMO level (eV)
1,0.592
2,0.994
3,0.287
4,-4.789
5,2.027
6,-1.055